Entry 1:
Formula: C60H150N10O20
Source: the Open Molecules 2025 dataset
Level of theory: ωB97M-V/def2-TZVPD

Geometry as ORCA input:
```
! RIJCOSX wB97M-V def2-TZVPD def2/J DEFGRID3
* xyz -1 2
C 1.611 3.522 -4.138
O 2.557 2.448 -4.370
C 1.785 1.247 -4.689
C 2.659 0.022 -4.790
N 1.831 -1.208 -5.109
C 0.959 -1.856 -4.138
C 1.720 -2.687 -3.177
O 0.756 -3.392 -2.398
C 1.404 -4.198 -1.422
H 1.065 3.724 -5.059
H 2.239 4.388 -3.930
H 0.877 3.301 -3.363
H 1.297 1.481 -5.635
H 0.988 1.155 -3.951
H 3.136 0.031 -3.810
H 3.454 0.295 -5.485
H 2.338 -1.887 -5.660
H 0.491 -2.584 -4.801
H 0.079 -1.315 -3.790
H 2.345 -2.042 -2.559
H 2.329 -3.413 -3.716
H 1.778 -3.559 -0.623
H 2.176 -4.856 -1.822
H 0.696 -4.863 -0.927
C 7.898 -2.607 -8.621
O 8.887 -1.556 -8.517
C 8.404 -0.258 -8.857
C 7.428 0.396 -7.858
N 7.961 0.285 -6.510
C 7.212 0.999 -5.430
C 7.968 1.107 -4.094
O 7.456 0.013 -3.391
C 6.392 0.485 -2.522
H 6.988 -2.419 -8.051
H 8.396 -3.512 -8.273
H 7.611 -2.738 -9.665
H 8.087 -0.170 -9.896
H 9.243 0.438 -8.847
H 6.476 -0.136 -7.850
H 7.032 1.348 -8.212
H 8.260 -0.663 -6.333
H 6.219 0.567 -5.306
H 7.072 2.030 -5.757
H 7.914 2.114 -3.679
H 9.023 0.889 -4.262
H 6.011 -0.308 -1.879
H 5.486 0.854 -3.005
H 6.732 1.222 -1.795
C -13.155 -0.173 3.202
O -13.972 0.077 2.058
C -13.506 -0.471 0.822
C -12.460 0.373 0.161
N -11.138 -0.033 0.638
C -10.227 1.014 0.228
C -8.906 0.648 0.932
O -8.906 1.205 2.220
C -7.685 0.985 2.905
H -13.647 0.057 4.148
H -12.221 0.388 3.220
H -12.814 -1.208 3.240
H -14.428 -0.455 0.240
H -13.166 -1.497 0.958
H -12.810 1.398 0.282
H -12.651 0.342 -0.911
H -11.067 -0.106 1.643
H -10.526 1.968 0.663
H -9.997 1.144 -0.829
H -8.078 1.067 0.360
H -8.724 -0.422 1.033
H -7.289 -0.030 2.870
H -7.657 1.246 3.963
H -6.916 1.584 2.417
C -0.611 3.912 3.041
O -0.348 2.917 4.037
C 0.983 2.472 4.218
C 0.973 1.121 4.956
N 0.372 0.020 4.147
C 0.561 -1.218 4.810
C -0.047 -2.356 4.093
O -1.443 -2.249 4.147
C -2.177 -3.215 3.397
H -0.040 4.778 3.376
H -1.693 4.012 2.956
H -0.232 3.570 2.077
H 1.403 3.244 4.864
H 1.538 2.400 3.283
H 0.427 1.294 5.883
H 2.019 0.927 5.197
H -0.613 0.165 3.976
H -0.027 -1.065 5.715
H 1.565 -1.596 5.005
H 0.313 -3.286 4.532
H 0.317 -2.441 3.069
H -1.899 -4.238 3.649
H -1.857 -3.105 2.361
H -3.258 -3.074 3.364
C -2.542 1.064 7.214
O -3.782 0.669 6.599
C -3.719 0.582 5.144
C -3.553 1.925 4.359
N -4.796 2.614 4.231
C -4.720 3.956 3.642
C -6.066 4.778 3.816
O -6.737 4.553 5.094
C -6.045 5.148 6.205
H -2.647 1.040 8.299
H -2.198 2.042 6.880
H -1.830 0.294 6.917
H -4.604 0.014 4.855
H -2.811 0.059 4.845
H -3.097 1.772 3.381
H -2.763 2.457 4.888
H -5.304 2.584 5.103
H -4.339 3.986 2.621
H -3.973 4.549 4.170
H -6.842 4.623 3.067
H -5.775 5.828 3.781
H -5.044 4.717 6.208
H -6.432 4.936 7.201
H -5.904 6.228 6.252
C -5.111 -1.490 -1.926
O -6.312 -1.673 -1.156
C -6.224 -2.947 -0.455
C -7.573 -3.507 0.072
N -8.683 -3.563 -0.826
C -8.670 -4.606 -1.824
C -9.574 -4.226 -2.986
O -9.272 -2.968 -3.668
C -8.200 -3.082 -4.584
H -5.194 -0.462 -2.280
H -5.145 -2.102 -2.827
H -4.187 -1.611 -1.361
H -5.474 -2.870 0.332
H -5.852 -3.763 -1.075
H -7.899 -2.812 0.846
H -7.403 -4.440 0.609
H -8.851 -2.644 -1.209
H -8.967 -5.546 -1.358
H -7.656 -4.605 -2.224
H -10.541 -3.943 -2.570
H -9.725 -5.017 -3.721
H -8.532 -3.730 -5.395
H -7.272 -3.447 -4.143
H -7.875 -2.160 -5.067
C 4.865 -3.737 -1.341
O 5.866 -4.610 -0.789
C 6.994 -4.768 -1.662
C 8.001 -5.662 -1.028
N 8.667 -6.482 -2.038
C 9.778 -7.217 -1.423
C 11.084 -6.381 -1.106
O 12.201 -7.302 -1.044
C 13.368 -6.791 -0.518
H 5.265 -2.739 -1.519
H 4.227 -3.572 -0.473
H 4.429 -4.188 -2.232
H 7.462 -3.802 -1.854
H 6.739 -5.103 -2.667
H 7.497 -6.306 -0.308
H 8.671 -4.988 -0.494
H 9.057 -5.822 -2.695
H 10.192 -8.016 -2.039
H 9.417 -7.769 -0.556
H 11.136 -5.854 -0.153
H 11.327 -5.692 -1.915
H 13.308 -6.177 0.381
H 13.831 -6.123 -1.243
H 14.149 -7.504 -0.253
C 2.809 5.602 0.171
O 1.589 6.045 -0.390
C 0.698 4.942 -0.621
C -0.558 5.319 -1.416
N -1.453 6.066 -0.582
C -2.825 5.748 -0.864
C -3.692 6.836 -0.105
O -3.269 8.107 -0.607
C -3.252 9.107 0.401
H 3.676 6.194 -0.123
H 2.939 4.525 0.067
H 2.671 5.795 1.234
H 0.381 4.613 0.368
H 1.176 4.081 -1.089
H -0.987 4.451 -1.917
H -0.214 6.001 -2.195
H -1.278 7.036 -0.802
H -2.970 4.691 -0.637
H -3.068 5.704 -1.925
H -3.546 6.793 0.975
H -4.722 6.546 -0.309
H -2.602 8.882 1.246
H -4.258 9.266 0.790
H -3.003 10.102 0.031
C 3.499 -0.169 -0.349
O 2.154 -0.674 -0.439
C 1.304 -0.416 0.689
C 0.851 1.016 0.738
N 0.151 1.531 -0.467
C -1.090 0.835 -0.664
C -2.057 1.046 0.492
O -3.305 0.520 0.130
C -4.322 0.851 1.086
H 4.060 -0.762 0.373
H 3.676 0.897 -0.206
H 3.991 -0.480 -1.271
H 1.853 -0.644 1.602
H 0.431 -1.065 0.619
H 1.669 1.684 1.009
H 0.175 1.043 1.593
H 0.664 1.348 -1.317
H -1.014 -0.204 -0.987
H -1.592 1.436 -1.423
H -2.149 2.115 0.688
H -1.690 0.508 1.365
H -4.283 1.862 1.491
H -4.327 0.243 1.990
H -5.271 0.673 0.578
C 8.115 -2.014 0.582
O 8.424 -0.677 0.641
C 7.383 0.126 1.209
C 7.268 0.073 2.698
N 6.358 1.140 3.158
C 4.924 1.015 2.773
C 4.260 -0.151 3.536
O 4.529 -1.329 2.883
C 4.452 -2.518 3.622
H 7.784 -2.461 1.520
H 9.022 -2.536 0.277
H 7.370 -2.250 -0.177
H 6.405 -0.101 0.785
H 7.491 1.168 0.907
H 8.253 0.197 3.148
H 6.884 -0.822 3.189
H 6.505 1.115 4.157
H 4.737 0.702 1.746
H 4.313 1.909 2.900
H 3.173 -0.096 3.595
H 4.543 -0.192 4.588
H 3.433 -2.858 3.808
H 4.956 -2.537 4.589
H 4.983 -3.367 3.192
*
```

Properties
Energy above the lowest of the compared OMol25 structures with the same formula, charge and spin, eV: 0.361
Orbital gap (alpha / beta), eV: 1.263 / 8.705
HOMO energy (alpha / beta), eV: 0.58 / -6.91
Maximum force, eV/Å: 3.382
E_LUMO (alpha / beta), eV: 1.84 / 1.79

Atomic partial charges in e from the Löwdin method, atoms 1 to 4:
1 C -0.10
2 O -0.20
3 C -0.23
4 C -0.17

Entry 2:
Formula: C60H150N10O20
Source: the Open Molecules 2025 dataset
Level of theory: ωB97M-V/def2-TZVPD

Geometry as ORCA input:
```
! RIJCOSX wB97M-V def2-TZVPD def2/J DEFGRID3
* xyz 0 1
C 4.128 4.582 1.140
O 3.149 4.641 2.142
C 3.646 4.227 3.400
C 2.535 4.270 4.494
N 2.546 5.512 5.228
C 1.778 5.376 6.470
C 1.796 6.616 7.362
O 0.854 7.527 6.782
C 0.755 8.810 7.445
H 4.187 3.515 0.924
H 5.146 4.933 1.310
H 3.729 5.047 0.239
H 4.464 4.849 3.765
H 4.161 3.285 3.216
H 2.800 3.495 5.214
H 1.552 4.081 4.064
H 2.152 6.277 4.699
H 2.121 4.539 7.078
H 0.746 5.119 6.234
H 2.796 7.051 7.381
H 1.524 6.297 8.369
H 1.725 9.309 7.431
H 0.335 8.686 8.443
H -0.019 9.333 6.884
C 0.652 -4.434 -1.638
O 0.127 -3.399 -0.806
C -1.199 -2.993 -1.246
C -1.609 -1.750 -0.446
N -0.871 -0.556 -0.803
C -1.304 0.615 0.034
C -0.311 1.744 -0.118
O 0.918 1.201 0.332
C 1.989 2.134 0.329
H 0.647 -3.994 -2.636
H -0.046 -5.270 -1.687
H 1.594 -4.856 -1.289
H -1.919 -3.812 -1.263
H -1.188 -2.636 -2.276
H -1.391 -1.968 0.599
H -2.672 -1.522 -0.534
H 0.060 -0.817 -0.513
H -1.504 0.463 1.095
H -2.221 1.044 -0.372
H -0.564 2.667 0.402
H -0.251 2.018 -1.171
H 2.315 2.379 -0.682
H 2.854 1.658 0.792
H 1.759 3.056 0.863
C -3.518 0.712 5.134
O -2.277 0.012 4.803
C -1.447 0.833 3.961
C -0.804 2.040 4.626
N -0.456 1.788 6.039
C 0.703 0.881 6.099
C 1.018 0.613 7.586
O -0.198 0.101 8.259
C -0.633 -1.161 7.739
H -4.231 0.652 4.311
H -3.462 1.757 5.438
H -3.822 0.093 5.979
H -2.072 1.182 3.138
H -0.699 0.170 3.525
H -1.470 2.903 4.640
H 0.075 2.328 4.050
H -1.254 1.367 6.493
H 1.561 1.326 5.595
H 0.523 -0.072 5.600
H 1.338 1.499 8.133
H 1.795 -0.148 7.661
H -1.156 -1.736 8.504
H 0.188 -1.700 7.266
H -1.331 -1.026 6.913
C -1.527 5.345 -0.617
O -1.106 5.711 0.758
C 0.292 6.217 0.860
C 0.539 6.721 2.299
N 1.942 7.120 2.510
C 2.476 8.100 1.562
C 3.795 8.625 2.115
O 3.664 9.650 3.127
C 3.146 9.251 4.399
H -0.679 4.858 -1.099
H -1.919 6.151 -1.236
H -2.250 4.556 -0.412
H 0.491 6.980 0.109
H 0.889 5.319 0.700
H 0.293 5.900 2.972
H -0.147 7.532 2.543
H 2.493 6.305 2.281
H 1.809 8.956 1.462
H 2.629 7.746 0.543
H 4.258 9.155 1.283
H 4.579 7.891 2.302
H 3.823 8.519 4.840
H 2.100 8.946 4.432
H 3.162 10.104 5.077
C 2.023 5.801 -2.938
O 1.610 4.412 -3.051
C 1.577 3.909 -4.374
C 1.124 2.413 -4.349
N 2.083 1.671 -3.634
C 1.772 0.274 -3.428
C 1.894 -0.566 -4.721
O 1.864 -1.903 -4.243
C 2.313 -2.811 -5.275
H 2.554 6.108 -2.037
H 1.174 6.465 -3.100
H 2.746 5.987 -3.733
H 2.480 4.080 -4.960
H 0.871 4.531 -4.923
H 0.986 2.164 -5.401
H 0.146 2.310 -3.879
H 2.385 2.128 -2.785
H 0.836 0.032 -2.926
H 2.502 -0.086 -2.702
H 2.871 -0.275 -5.108
H 1.075 -0.299 -5.389
H 2.360 -3.835 -4.904
H 3.355 -2.631 -5.539
H 1.619 -2.792 -6.115
C 0.499 -7.151 -4.228
O 1.829 -7.186 -3.604
C 2.575 -8.315 -4.032
C 3.790 -8.416 -3.128
N 4.591 -9.549 -3.549
C 5.796 -9.693 -2.723
C 6.624 -10.918 -3.149
O 7.277 -10.535 -4.357
C 8.229 -11.463 -4.843
H -0.056 -6.285 -3.867
H -0.134 -7.994 -3.952
H 0.568 -7.116 -5.315
H 2.937 -8.321 -5.060
H 1.897 -9.131 -3.782
H 3.399 -8.437 -2.111
H 4.325 -7.468 -3.186
H 4.809 -9.578 -4.535
H 5.539 -9.877 -1.680
H 6.338 -8.748 -2.700
H 6.037 -11.819 -3.325
H 7.317 -11.132 -2.335
H 9.097 -11.470 -4.183
H 8.584 -11.136 -5.820
H 7.772 -12.431 -5.048
C -2.530 -5.061 1.410
O -3.356 -3.932 1.755
C -2.909 -3.166 2.896
C -3.215 -3.866 4.236
N -2.404 -3.419 5.335
C -2.704 -4.037 6.574
C -3.937 -3.478 7.324
O -3.931 -2.073 7.438
C -5.203 -1.676 7.944
H -2.641 -5.816 2.188
H -1.486 -4.836 1.195
H -2.994 -5.445 0.501
H -3.360 -2.175 2.928
H -1.863 -2.925 2.704
H -3.175 -4.936 4.034
H -4.284 -3.774 4.425
H -2.481 -2.426 5.500
H -1.883 -3.851 7.267
H -2.744 -5.127 6.574
H -3.908 -3.967 8.298
H -4.800 -3.894 6.803
H -5.392 -2.095 8.932
H -6.064 -1.995 7.357
H -5.337 -0.601 8.064
C -5.169 3.408 -9.506
O -5.649 3.160 -8.182
C -6.313 4.258 -7.591
C -7.063 3.763 -6.309
N -6.147 3.458 -5.179
C -6.847 2.705 -4.098
C -5.891 2.197 -3.048
O -4.850 1.411 -3.644
C -3.777 1.165 -2.808
H -5.945 3.649 -10.232
H -4.751 2.481 -9.900
H -4.407 4.184 -9.433
H -7.037 4.665 -8.298
H -5.600 5.059 -7.393
H -7.672 2.907 -6.599
H -7.741 4.569 -6.031
H -5.386 2.862 -5.471
H -7.323 1.838 -4.555
H -7.597 3.384 -3.693
H -6.443 1.659 -2.277
H -5.461 3.056 -2.533
H -4.077 0.781 -1.833
H -3.122 2.036 -2.807
H -3.238 0.352 -3.294
C -5.255 -4.272 -1.588
O -6.401 -3.502 -1.878
C -6.135 -2.082 -1.827
C -5.952 -1.612 -0.354
N -5.918 -0.181 -0.431
C -5.678 0.441 0.864
C -5.234 1.867 0.808
O -6.201 2.808 0.302
C -5.736 4.140 0.081
H -4.606 -3.974 -0.765
H -4.576 -4.242 -2.441
H -5.573 -5.314 -1.548
H -7.019 -1.657 -2.302
H -5.236 -1.825 -2.386
H -5.174 -2.051 0.270
H -6.879 -1.907 0.139
H -6.882 0.016 -0.656
H -4.862 -0.103 1.339
H -6.561 0.379 1.500
H -4.283 1.886 0.275
H -4.986 2.157 1.828
H -4.678 4.084 -0.174
H -5.815 4.838 0.914
H -6.280 4.594 -0.747
C 3.752 -2.781 -0.522
O 4.953 -3.061 -1.232
C 5.250 -2.145 -2.245
C 6.514 -2.550 -3.118
N 6.173 -3.468 -4.248
C 5.479 -4.707 -3.888
C 5.393 -5.530 -5.181
O 6.722 -5.936 -5.571
C 7.094 -7.168 -4.884
H 2.896 -2.559 -1.158
H 3.955 -1.866 0.034
H 3.515 -3.552 0.212
H 5.559 -1.186 -1.830
H 4.361 -1.993 -2.857
H 7.243 -3.010 -2.452
H 6.983 -1.633 -3.476
H 6.964 -3.717 -4.825
H 4.479 -4.460 -3.531
H 6.085 -5.176 -3.113
H 5.003 -4.902 -5.981
H 4.650 -6.325 -5.113
H 6.420 -7.975 -5.169
H 7.048 -7.064 -3.800
H 8.081 -7.503 -5.204
*
```

Properties
Energy above the lowest of the compared OMol25 structures with the same formula, charge and spin, eV: 3.918
Orbital gap, eV: 8.875
SMILES string: COCCNCCOC.COCCNCCOC.COCCNCCOC.COCCNCCOC.COCCNCCOC.COCCNCCOC.COCCNCCOC.COCCNCCOC.COCCNCCOC.COCCNCCOC
HOMO energy, eV: -8.31
Maximum force, eV/Å: 2.513
E_LUMO, eV: 0.56

Atomic partial charges in e from the Löwdin method, atoms 1 to 4:
1 C -0.10
2 O -0.26
3 C -0.18
4 C -0.19